Arrangement P

Density functional theory data (wB97M-V/def2-TZVPD) for 2 unconnected molecules or ions with the total composition C5H14N2O.

Geometry as ORCA input:
```
! wB97M-V def2-TZVPD RIJCOSX def2/J DEFGRID3
* xyz 0 1
H -0.4664 -2.5447 1.6430
N 0.2584 -2.6294 0.9233
C 0.6742 -1.4219 0.5972
C 1.7839 -1.3569 -0.4269
H 0.8259 -0.6623 1.4160
H 1.5997 -2.0835 -1.2206
H 2.7354 -1.5896 0.0531
H 1.8470 -0.3618 -0.8686
C 0.7313 2.1420 0.2757
C -0.6277 1.5732 0.5775
N -0.8688 -0.0925 -0.0249
C -1.1695 -0.2712 -1.4507
O -2.0718 -0.5582 0.6304
H 1.0260 1.9732 -0.7630
H 0.7259 3.2273 0.4430
H 1.4926 1.7181 0.9362
H -0.8515 1.6028 1.6444
H -1.4302 2.0791 0.0414
H -0.3128 0.0449 -2.0487
H -2.0477 0.3126 -1.7390
H -1.3738 -1.3201 -1.6826
H -2.4802 0.2189 1.0440
*
```

The LUMO energy is 0.63 eV. The SMILES is [H]/N=C/C.CCN(C)O. Its gap between HOMO and LUMO is 8.452 eV.

***

Arrangement Q

Density functional theory data (wB97M-V/def2-TZVPD) for 2 unconnected molecules or ions with the total composition C5H14N2O.

Geometry as ORCA input:
```
! wB97M-V def2-TZVPD RIJCOSX def2/J DEFGRID3
* xyz 0 1
C -0.8055 -0.7978 -2.5059
N -0.1244 0.0172 -1.5190
C -0.0203 1.3660 -1.6769
C 0.7165 2.0889 -0.5692
O -0.4960 1.9370 -2.6538
H -0.7740 -1.8526 -2.1849
H -0.3168 -0.7153 -3.4913
H -1.8604 -0.4929 -2.6097
H 0.2855 -0.4216 -0.6907
H 1.7539 1.7248 -0.4811
H 0.7405 3.1674 -0.7992
H 0.2104 1.9471 0.4005
C -1.0004 -0.4417 2.1184
C 0.5129 -0.5876 2.1521
N 0.9641 -1.3433 0.9768
H -1.3101 0.0605 1.1865
H -1.3535 0.1569 2.9748
H -1.4815 -1.4334 2.1602
H 0.9816 0.4139 2.0994
H 0.8144 -1.0503 3.1115
H 1.9845 -1.4496 0.9913
H 0.5786 -2.2936 1.0104
*
```

The LUMO energy is 0.76 eV. The SMILES is CNC(C)=O.CCN. Its gap between HOMO and LUMO is 9.878 eV.

***

Arrangement R

Density functional theory data (wB97M-V/def2-TZVPD) for 2 unconnected molecules or ions with the total composition C5H14N2O.

Geometry as ORCA input:
```
! wB97M-V def2-TZVPD RIJCOSX def2/J DEFGRID3
* xyz 0 1
C 0.9282 1.6161 0.0647
C 0.0709 0.6569 -0.6643
C 0.5631 -0.1694 -1.6262
N 1.7662 0.2400 -2.2669
C -1.3272 0.5763 -0.2550
C -1.3201 0.0500 1.2160
N -2.5557 -0.7350 1.7054
H 1.1275 2.4936 -0.5985
H 2.0309 1.4215 -0.0156
H 0.6237 1.9535 1.1347
H 0.0268 -1.0154 -1.9889
H 2.1806 -0.3090 -2.8875
H 2.0346 1.1133 -2.3452
H -1.8514 -0.1108 -0.9410
H -1.8814 1.5156 -0.1817
H -0.5229 -0.5818 1.3860
H -1.2782 0.9322 1.7386
H -2.9987 -0.0004 2.3680
H -3.2358 -0.8054 0.9042
O 1.4841 -1.9607 1.3747
H 1.7324 -1.2563 0.7778
H 2.1758 -2.5795 1.1705
*
```

The LUMO energy is 0.80 eV. The SMILES is C/C(=C\N)CCN.O. Its gap between HOMO and LUMO is 8.451 eV.

***

Winner for stability: arrangement Q

***

Arrangement P

Density functional theory data (wB97M-V/def2-TZVPD) for a molecular structure, C5H14N2O.

Geometry as ORCA input:
```
! wB97M-V def2-TZVPD RIJCOSX def2/J DEFGRID3
* xyz 0 1
C 0.6702 0.2263 0.1024
C -0.8159 1.0463 -2.1286
C 0.0619 -1.1683 0.2898
C 0.9171 0.9292 1.4327
C 1.9184 0.2301 -0.7579
N -1.3981 -0.7568 0.2230
N -2.2818 -1.0381 1.3075
O -1.1008 -0.0595 -2.5550
H -1.8329 -1.0672 -0.6431
H -0.7908 0.4068 -0.0676
H -1.9487 -0.5204 2.1145
H -2.2401 -2.0289 1.5384
H -1.5463 1.6707 -1.5855
H 0.1268 1.5495 -2.3875
H 0.2861 -1.8275 -0.5506
H 0.2506 -1.6506 1.2561
H 0.0205 0.9603 2.0598
H 1.7119 0.4411 2.0176
H 1.2207 1.9654 1.2692
H 2.7598 -0.2768 -0.2628
H 2.2523 1.2502 -0.9628
H 1.7590 -0.2818 -1.7095
*
```

The LUMO energy is 0.83 eV. Its gap between HOMO and LUMO is 8.417 eV.

***

Arrangement Q

Density functional theory data (wB97M-V/def2-TZVPD) for a molecular structure, C5H14N2O.

Geometry as ORCA input:
```
! wB97M-V def2-TZVPD RIJCOSX def2/J DEFGRID3
* xyz 0 1
C -0.6102 -1.3549 0.9510
C -1.3476 -0.0718 1.2255
C 1.2143 -1.0099 1.4093
N -0.7634 -1.8274 -0.3337
H -0.7938 -2.1370 1.6877
H -0.2510 -2.6744 -0.5398
H -0.6441 -1.1167 -1.0593
H -1.2619 0.2036 2.2736
H -0.9545 0.7324 0.6051
H -2.4071 -0.2069 0.9994
H 1.6984 -1.9766 1.2604
H 1.8427 -0.1213 1.3251
H 1.0388 -0.9415 2.4842
N 1.3840 0.3305 -1.0990
C -0.4365 1.6236 -1.8823
C -0.0815 2.6864 -1.1730
O 0.1790 0.4100 -1.9280
H 1.3247 -0.5109 -0.2185
H 2.1189 0.1440 -1.7856
H -1.3315 1.5848 -2.4923
H -0.7122 3.5599 -1.1633
H 0.7946 2.6739 -0.5468
*
```

The LUMO energy is 1.00 eV. Its gap between HOMO and LUMO is 9.552 eV.

***

Arrangement R

Density functional theory data (wB97M-V/def2-TZVPD) for 2 unconnected molecules or ions with the total composition C5H14N2O.

Geometry as ORCA input:
```
! wB97M-V def2-TZVPD RIJCOSX def2/J DEFGRID3
* xyz 0 1
C 1.7302 0.7169 0.3685
C -0.3615 -0.6341 -1.5076
C 0.7986 -0.4664 0.6165
C 0.4501 -1.3020 -0.5193
N 0.4119 -2.6458 -0.3543
O 1.2599 -1.2626 1.7132
H 1.0614 -0.7928 2.5293
H 0.6985 -3.0260 0.5341
H -0.1298 -3.2233 -0.9740
H 2.7520 0.3660 0.2180
H 1.4194 1.2967 -0.4999
H 1.7170 1.3849 1.2340
H -0.8125 -1.2870 -2.2544
H -1.1697 -0.1135 -0.8170
H 0.1102 0.2232 -1.9912
C -1.7963 1.1548 0.4481
N -1.4175 2.3982 -0.1970
H -1.3177 2.2966 -1.2009
H -0.5418 2.7585 0.1596
H -1.7914 1.2828 1.5309
H -2.8023 0.8562 0.1498
H -0.2690 0.0186 0.8132
*
```

The LUMO energy (spin up / spin down) is 0.70 / 0.69 eV. Its gap between HOMO and LUMO (spin up / spin down) is 7.025 / 6.144 eV.

***

Winner for stability: arrangement R

***

Arrangement P

Density functional theory data (wB97M-V/def2-TZVPD) for a single C5H14N2O molecule.

Geometry as ORCA input:
```
! wB97M-V def2-TZVPD RIJCOSX def2/J DEFGRID3
* xyz 0 1
C 1.8541 0.2681 1.0321
N 0.9015 1.0178 0.2373
N 0.2477 2.1006 0.8894
C 0.3389 0.5913 -1.0661
C -0.5934 -0.4997 -0.5953
C -1.7704 -0.1793 0.3055
C -0.0066 -1.8731 -0.3200
O -1.3008 -0.8136 -2.0907
H 1.3625 -0.1954 1.8921
H 2.6374 0.9390 1.4022
H 2.3540 -0.4962 0.4339
H -0.0591 1.8341 1.8245
H 0.8993 2.8790 1.0064
H 1.1215 0.1820 -1.7084
H -0.2032 1.4204 -1.5281
H -2.5817 -0.8715 0.0553
H -2.1506 0.8306 0.1351
H -1.5354 -0.3139 1.3641
H 0.1570 -2.0699 0.7408
H -0.7227 -2.6019 -0.7238
H 0.9203 -2.0498 -0.8724
H -1.8704 -0.0986 -2.4140
*
```

The LUMO energy is 0.82 eV. The SMILES is CN(N)CC(C)(C)O. Its gap between HOMO and LUMO is 8.767 eV.

***

Arrangement Q

Density functional theory data (wB97M-V/def2-TZVPD) for 2 unconnected molecules or ions with the total composition C5H14N2O.

Geometry as ORCA input:
```
! wB97M-V def2-TZVPD RIJCOSX def2/J DEFGRID3
* xyz 0 1
C 0.2686 1.6266 -1.5474
C 0.9679 0.4517 -0.9343
C 2.1910 0.7566 -0.1238
N 0.6076 -0.7195 -1.3089
O 1.5036 -1.7547 -1.0045
H 0.9624 2.2459 -2.1154
H -0.1183 2.2462 -0.7373
H -0.5545 1.2901 -2.1724
H 1.9793 1.5357 0.6067
H 2.5876 -0.1359 0.3537
H 2.9824 1.1250 -0.7789
H 1.0990 -2.5290 -1.4163
C -0.6426 -0.9075 2.1221
N -1.6214 -1.1673 1.0968
C -2.2308 -0.0369 0.2018
H 0.3822 -0.8216 1.7362
H -0.5613 -1.7428 2.8213
H -0.9523 -0.0115 2.6675
H -1.6094 -2.0715 0.6379
H -1.7957 0.0844 -0.7954
H -3.2364 -0.3912 -0.0156
H -2.2088 0.9271 0.7063
*
```

The LUMO energy is 0.95 eV. The SMILES is CC(C)=NO.CNC. Its gap between HOMO and LUMO is 8.882 eV.

***

Arrangement R

Density functional theory data (wB97M-V/def2-TZVPD) for 2 unconnected molecules or ions with the total composition C5H14N2O.

Geometry as ORCA input:
```
! wB97M-V def2-TZVPD RIJCOSX def2/J DEFGRID3
* xyz 0 1
C 0.2765 -1.2549 1.8408
C -0.9890 -0.3894 1.8341
C -0.7929 0.8193 0.9473
C -0.6397 0.4987 -0.5328
N 0.5025 0.9811 -1.1543
C -1.5738 -0.2089 -1.1712
N -1.5960 -0.4808 -2.5656
H 0.2556 -2.1026 2.5212
H 1.1552 -0.6640 2.1164
H 0.4262 -1.6630 0.8378
H -1.1969 -0.0756 2.8528
H -1.8030 -1.0296 1.4898
H -1.5813 1.5717 1.0255
H 0.0768 1.3366 1.2459
H 0.5754 0.9826 -2.1584
H 1.0364 1.7542 -0.8044
H -2.4378 -0.4965 -0.6138
H -0.6969 -0.4072 -2.9911
H -1.9938 -1.3912 -2.7427
O 3.5011 1.1041 -0.6653
H 3.1923 0.2933 -1.0911
H 4.3033 0.8223 -0.2210
*
```

The LUMO energy is 0.81 eV. The SMILES is CCC/C(N)=C/N.O. Its gap between HOMO and LUMO is 7.743 eV.

***

Arrangement S

Density functional theory data (wB97M-V/def2-TZVPD) for 2 unconnected molecules or ions with the total composition C5H14N2O.

Geometry as ORCA input:
```
! wB97M-V def2-TZVPD RIJCOSX def2/J DEFGRID3
* xyz 0 1
C 1.5633 2.6800 1.6680
C 0.6175 1.7947 0.9076
C 0.3206 1.8967 -0.4140
N -0.4106 0.9491 -1.2646
H 1.9530 3.4425 0.9862
H 1.0770 3.0896 2.5563
H 2.4597 2.2248 2.1320
H 0.1764 0.9956 1.5171
H 0.7409 2.7227 -1.0010
H -1.2254 0.5308 -0.8203
H -0.6719 1.4502 -2.1304
N -2.0656 -1.7337 0.6702
C -0.6149 -1.7868 0.5193
C -0.2706 -1.9946 -0.9470
O 1.0705 -1.5137 -1.1913
H -2.5126 -2.6499 0.5977
H -2.3163 -1.2612 1.5328
H -0.1585 -2.5465 1.1201
H -0.1919 -0.8257 0.8625
H -0.9658 -1.4445 -1.5301
H -0.2322 -3.0628 -1.0789
H 0.9422 -0.6036 -1.4555
*
```

The LUMO energy is 1.02 eV. The SMILES is C/C=C/N.NCCO. Its gap between HOMO and LUMO is 9.557 eV.

***

Winner for stability: arrangement R

***

Arrangement P

Density functional theory data (wB97M-V/def2-TZVPD) for 2 unconnected molecules or ions with the total composition C5H14N2O.

Geometry as ORCA input:
```
! wB97M-V def2-TZVPD RIJCOSX def2/J DEFGRID3
* xyz 0 1
N -1.6374 0.8548 3.1168
C -1.4639 0.7714 1.7039
C -1.6020 1.8245 0.9195
N -1.6088 1.7678 -0.5110
H -1.0613 0.1719 3.5888
H -2.6014 0.6884 3.3709
H -1.2352 -0.2001 1.2703
H -1.7890 2.7944 1.3733
H -0.6855 1.8785 -0.9098
H -2.2243 2.4789 -0.8762
C 1.0324 -1.7325 -0.0253
C 1.0989 -1.2289 -1.4562
C 2.3588 -0.4441 -1.7625
O -0.0043 -0.4077 -1.8107
H 0.1332 -2.3347 0.1231
H 1.0736 -0.9217 0.6983
H 1.8621 -2.4189 0.1510
H 1.1026 -2.1174 -2.1036
H 3.2455 -1.0343 -1.5295
H 2.4083 0.4854 -1.1958
H 2.3887 -0.2251 -2.8325
H -0.7913 -0.6508 -1.3027
*
```

The LUMO energy is 0.97 eV. The SMILES is N/C=C/N.CC(C)O. Its gap between HOMO and LUMO is 9.426 eV.

***

Arrangement Q

Density functional theory data (wB97M-V/def2-TZVPD) for 2 unconnected molecules or ions with the total composition C5H14N2O.

Geometry as ORCA input:
```
! wB97M-V def2-TZVPD RIJCOSX def2/J DEFGRID3
* xyz 0 1
C 1.6153 1.8226 -1.1341
C 1.6652 0.9821 -0.0771
C 0.7161 0.9715 1.0699
C -0.5799 0.1231 0.7427
N -1.5542 0.2705 1.9504
C -0.1222 -1.3415 0.5071
N -1.3577 -1.9798 -0.1254
H 0.6283 2.4397 -1.1763
H 2.3098 1.5777 -1.9754
H 2.4982 0.1977 0.1331
H 0.9493 0.4367 2.1355
H 0.5173 2.1366 1.1245
H -1.0197 0.5846 -0.1244
H -1.2111 0.1891 2.8954
H -2.3779 -0.2894 1.7443
H 0.1719 -2.0081 1.3230
H 0.7496 -1.3762 -0.1773
H -1.3302 -3.0130 -0.1111
H -1.6003 -1.5835 -1.0340
O -0.5159 -0.2895 -2.4441
H 0.4730 -0.4714 -2.4546
H -0.6248 0.6207 -2.7921
*
```

The LUMO energy is 0.73 eV. The SMILES is C=CC[C@H](N)CN.O. Its gap between HOMO and LUMO is 9.353 eV.

***

Arrangement R

Density functional theory data (wB97M-V/def2-TZVPD) for 2 unconnected molecules or ions with the total composition C5H14N2O.

Geometry as ORCA input:
```
! wB97M-V def2-TZVPD RIJCOSX def2/J DEFGRID3
* xyz 0 1
C 0.2870 -1.5960 2.5388
C -0.1393 -1.4440 1.0725
N 1.1468 -1.2910 0.3143
C -0.8614 -0.1161 0.8416
C -1.1194 0.1703 -0.6191
C -0.7298 1.4089 -1.0029
N -1.0932 1.9070 -2.2565
H -0.5517 -1.1945 3.1187
H 1.2841 -1.2037 2.7601
H 0.4363 -2.6300 2.8088
H -0.6915 -2.3334 0.7206
H 0.9142 -0.7974 -0.5674
H 1.4341 -2.2364 0.0349
H -1.8219 -0.0753 1.3976
H -0.4230 0.7880 1.3015
H -1.4249 -0.5758 -1.3500
H -0.2522 2.1628 -0.3565
H -1.3908 1.2114 -2.9165
H -1.0702 2.8719 -2.5147
O 2.1728 1.7425 -2.0844
H 1.2172 1.6957 -1.9447
H 2.6768 1.5353 -1.2966
*
```

The LUMO energy is 1.02 eV. The SMILES is C[C@H](N)C/C=C/N.O. Its gap between HOMO and LUMO is 9.152 eV.

***

Arrangement S

Density functional theory data (wB97M-V/def2-TZVPD) for 2 unconnected molecules or ions with the total composition C5H14N2O.

Geometry as ORCA input:
```
! wB97M-V def2-TZVPD RIJCOSX def2/J DEFGRID3
* xyz 0 1
C 1.6562 0.0110 0.9865
C 1.3420 0.8365 -0.6945
N 0.9922 -0.0279 -1.7024
O 0.4851 1.9033 -0.4923
N -0.7965 1.7593 -1.1465
H 2.6421 -0.4213 0.7993
H 1.7908 0.9424 1.5296
H 1.1975 -0.6892 1.6782
H 2.3525 1.2402 -0.7632
H 0.1226 -0.6816 -1.3409
H 1.7686 -0.6481 -1.9047
H -0.5927 1.7166 -2.1443
H -1.2222 2.6675 -0.9413
C -1.0556 -1.5591 -0.5652
C -0.8681 -1.3266 0.7653
C -1.5685 -0.2404 1.5155
H -0.8424 -2.5403 -0.9700
H -1.8047 -0.9826 -1.0954
H -0.3030 -2.0404 1.3497
H -1.9316 0.5308 0.8375
H -0.9252 0.2108 2.2689
H -2.4389 -0.6609 2.0301
*
```

The LUMO energy is 1.04 eV. The SMILES is C[C@@H](N)ON.C=CC. Its gap between HOMO and LUMO is 9.122 eV.

***

Winner for stability: arrangement P